(1)
87
Properties=species:S:1:pos:R:3:forces:R:3:lowdin_charge:R:1 method="wB97M-V/def2-TZVPD" gap_ev="5.77 / 4.71" spin_multiplicity=4 total_charge=+2 s2=3.80
Cr 0.60434 0.03030 0.18602 5.9 -0.1 1.5 0.35
P 0.14889 2.29053 -0.35663 0.1 3.2 0.3 1.06
C -0.43007 0.15407 1.75353 -3.8 -0.1 7.5 -0.06
O -0.91542 0.12063 2.81795 2.4 0.2 -5.5 0.24
P 0.13722 -2.19443 -0.23292 -0.4 -3.3 0.2 1.06
C 0.07637 3.31534 1.15416 0.3 -0.1 0.4 -0.36
C -1.40880 2.76854 -1.18038 -0.4 -0.7 -0.3 -0.34
C 1.49128 3.03345 -1.33518 0.5 -0.4 -0.3 -0.34
C 1.65738 -3.15962 -0.48661 0.5 0.2 -0.1 -0.35
C -0.59512 -2.98364 1.24005 -0.3 0.2 0.4 -0.35
C -1.04064 -2.64620 -1.54670 -0.3 0.5 -0.4 -0.35
C 1.12025 4.17987 1.51019 0.0 -0.1 0.0 -0.07
C 1.07696 4.86227 2.72671 -0.1 0.0 0.0 -0.04
C -0.02074 4.71321 3.58004 0.1 -0.1 -0.2 -0.04
C -1.07842 3.87425 3.21118 0.0 0.0 -0.1 -0.04
C -1.02736 3.17236 2.00768 0.1 0.1 0.2 -0.13
H 1.96618 4.32217 0.83496 -0.2 -0.1 0.3 0.11
H 1.91057 5.51298 3.00153 -0.3 -0.2 -0.1 0.12
H -0.04683 5.24624 4.53420 0.0 -0.2 -0.4 0.12
H -1.94452 3.75911 3.86589 0.3 0.1 -0.2 0.12
H -1.85077 2.51184 1.72686 0.1 0.2 0.1 0.11
C 2.80147 2.57757 -1.09405 -0.2 0.1 -0.3 -0.11
C 3.87835 3.13835 -1.78011 -0.1 0.0 0.1 -0.05
C 3.65754 4.15180 -2.72054 -0.1 -0.2 0.2 -0.03
C 2.35520 4.59858 -2.96904 0.0 -0.1 0.2 -0.04
C 1.27186 4.04876 -2.27932 0.0 -0.2 0.1 -0.05
H 2.96757 1.79392 -0.35253 0.1 0.2 -0.2 0.07
H 4.88670 2.77974 -1.56361 -0.3 0.2 -0.2 0.12
H 4.50298 4.58315 -3.25881 -0.3 -0.1 0.1 0.12
H 2.17621 5.37852 -3.70798 0.1 -0.2 0.2 0.12
H 0.25778 4.40153 -2.46802 0.3 -0.1 0.0 0.11
C -1.99338 4.02911 -0.95210 0.1 -0.1 0.1 -0.07
C -3.16483 4.39532 -1.61667 0.2 -0.3 -0.1 -0.03
C -3.76824 3.50224 -2.50817 0.1 -0.1 0.1 -0.03
C -3.20737 2.24062 -2.72356 0.1 0.0 -0.1 -0.05
C -2.02601 1.87820 -2.07969 0.0 0.4 0.3 -0.10
H -1.53595 4.72859 -0.25020 -0.1 -0.2 -0.2 0.12
H -3.59946 5.37963 -1.43697 0.1 -0.3 -0.1 0.13
H -4.67496 3.79005 -3.03812 0.2 -0.1 0.2 0.12
H -3.67537 1.52503 -3.40206 0.1 0.3 0.1 0.12
H -1.58357 0.90522 -2.28420 -0.2 0.2 -0.1 0.07
C -1.83571 -3.64212 1.25232 0.1 0.1 0.0 -0.05
C -2.26824 -4.26296 2.43030 0.1 0.0 -0.1 -0.04
C -1.48233 -4.22121 3.58780 0.0 0.1 -0.2 -0.03
C -0.26427 -3.53342 3.57904 -0.1 0.0 -0.1 -0.03
C 0.17177 -2.92386 2.40751 0.0 0.0 0.1 -0.12
H -2.44873 -3.68525 0.34651 0.2 0.0 0.4 0.11
H -3.22594 -4.78986 2.43022 0.4 0.2 0.0 0.12
H -1.81870 -4.72052 4.49837 0.1 0.2 -0.3 0.12
H 0.34910 -3.47120 4.47687 -0.2 -0.1 -0.2 0.12
H 1.12717 -2.41010 2.37805 -0.2 -0.2 0.1 0.07
C 2.75074 -2.56437 -1.13873 -0.2 -0.3 0.2 -0.10
C 3.93010 -3.28556 -1.31044 0.0 0.1 -0.1 -0.06
C 4.03459 -4.59880 -0.84271 -0.2 0.2 0.1 -0.04
C 2.95218 -5.18690 -0.18451 -0.1 0.1 -0.1 -0.04
C 1.76488 -4.47596 -0.00778 0.0 0.2 0.0 -0.07
H 2.68178 -1.53285 -1.49355 0.1 -0.2 0.0 0.10
H 4.77712 -2.80616 -1.80299 -0.2 -0.2 0.1 0.12
H 4.96437 -5.15431 -0.97755 -0.3 0.2 0.0 0.12
H 3.02563 -6.20236 0.20452 0.0 0.3 -0.1 0.12
H 0.92688 -4.93710 0.52099 0.3 0.1 -0.2 0.12
C -0.83668 -3.76988 -2.36545 -0.1 0.2 0.3 -0.05
C -1.82245 -4.14783 -3.27974 -0.1 0.2 0.1 -0.04
C -2.98755 -3.38217 -3.41052 0.2 0.0 0.1 -0.04
C -3.18181 -2.24683 -2.61683 0.0 0.1 0.2 -0.06
C -2.22304 -1.88675 -1.67096 0.4 -0.5 -0.3 -0.13
H 0.07630 -4.35975 -2.25953 -0.3 0.2 -0.1 0.11
H -1.68071 -5.04657 -3.88272 0.0 0.3 0.1 0.12
H -3.75218 -3.67368 -4.13057 0.2 0.1 0.2 0.12
H -4.08737 -1.64356 -2.70769 0.2 -0.3 0.0 0.12
H -2.40205 -1.03001 -1.01422 -0.1 -0.2 -0.2 0.09
H 0.02669 0.11963 -1.33457 -2.6 0.0 0.7 0.12
H -0.73339 -0.02414 -0.68119 0.6 -0.1 -2.6 0.04
C 4.65055 -0.26188 1.27526 -0.1 0.0 -0.3 0.05
C 3.33646 -0.19342 2.05590 1.4 0.1 2.6 -0.42
O 2.24198 -0.36253 1.29099 -3.0 0.5 -2.3 -0.18
C 3.41666 -1.35020 3.16112 0.1 -0.9 0.3 -0.47
F 4.53444 -1.32523 3.94012 -1.3 0.2 -1.1 0.16
F 2.33736 -1.34521 3.99717 0.8 0.1 -0.7 0.14
F 3.41073 -2.56263 2.51658 0.0 1.1 0.5 0.13
C 3.28978 1.17172 2.85122 0.3 1.0 0.0 -0.47
F 4.31847 1.35310 3.72401 -1.2 -0.4 -1.0 0.17
F 3.36818 2.19513 1.93569 -0.1 -0.7 0.6 0.11
F 2.12599 1.35755 3.52172 0.7 -0.3 -0.5 0.15
H 4.68963 -1.22158 0.74086 0.0 0.3 0.2 0.10
H 5.49946 -0.19690 1.96662 -0.2 0.0 -0.2 0.12
H 4.68860 0.56911 0.55622 0.1 -0.3 0.2 0.09

(2)
96
Properties=species:S:1:pos:R:3:forces:R:3:lowdin_charge:R:1 method="wB97M-V/def2-TZVPD" gap_ev=7.74 total_charge=-1
Zn 0.67816 -2.03611 -0.47832 -0.1 -0.5 0.0 0.52
C -2.00096 0.77869 4.50987 -0.1 0.0 0.0 -0.09
N -0.90917 -0.17772 4.51604 -0.1 0.1 -0.3 -0.13
C 0.36929 -0.00769 4.12823 -0.1 0.1 0.0 -0.15
N 1.08392 -1.06176 4.44739 -0.1 -0.2 0.1 0.08
C 0.16466 -1.86845 5.04210 0.1 -0.2 0.0 -0.23
N -1.05805 -1.38069 5.10207 0.3 0.1 0.1 0.11
C -3.32738 0.23340 4.03347 0.1 -0.1 -0.1 -0.20
C -4.39321 0.22478 4.91899 0.0 -0.1 0.1 -0.05
C -5.64610 -0.21495 4.51515 -0.1 0.0 0.0 -0.07
C -5.85497 -0.59141 3.20441 -0.1 0.0 0.0 -0.03
C -4.79647 -0.55862 2.29507 0.3 0.0 0.0 -0.12
C -3.51926 -0.19317 2.71950 -0.1 0.1 -0.1 0.06
C -5.12163 -0.80431 0.88810 0.0 -0.1 -0.8 -0.29
N -6.28396 -1.12051 0.42435 -0.1 -0.1 0.0 0.10
N -6.20408 -1.04056 -0.95360 -0.1 -0.1 0.1 0.10
C -4.99676 -0.68037 -1.24044 0.0 -0.2 0.6 -0.30
O -4.24660 -0.54779 -0.11737 0.0 0.6 0.2 0.08
C -4.49983 -0.32521 -2.57204 0.2 0.0 0.0 -0.13
C -5.42975 -0.32548 -3.61378 0.0 0.0 0.1 -0.03
C -5.03880 0.04192 -4.88449 -0.1 0.0 -0.1 -0.08
C -3.72375 0.41684 -5.12318 0.0 0.0 0.0 -0.05
C -2.79303 0.42173 -4.09649 -0.1 0.1 0.0 -0.20
C -1.35575 0.77401 -4.41818 -0.3 -0.1 0.0 -0.08
N -0.49635 -0.32455 -4.05208 0.6 0.3 -0.3 -0.12
C 0.42382 -0.39911 -3.08234 -0.5 0.0 0.1 -0.16
N 0.77861 -1.65210 -2.90851 0.0 -0.3 -0.1 0.06
C 0.05199 -2.30627 -3.85914 0.4 -0.2 0.0 -0.23
N -0.68892 -1.53697 -4.61438 -0.3 0.0 0.5 0.13
C -3.17757 0.04253 -2.81067 0.0 0.2 0.0 -0.01
H -1.69589 1.61994 3.88985 0.1 0.0 -0.1 0.13
H -2.12186 1.13763 5.52980 0.0 0.1 0.1 0.12
H 0.73208 0.88958 3.63982 -0.1 -0.2 0.0 0.13
H 0.40773 -2.84546 5.44014 -0.1 0.1 -0.1 0.10
H -4.24141 0.55220 5.94299 0.0 0.0 -0.1 0.11
H -6.46743 -0.24260 5.22245 0.1 0.0 0.0 0.10
H -6.83832 -0.87798 2.85027 0.1 0.0 0.0 0.11
H -2.69130 -0.21040 2.01572 0.0 0.0 0.0 0.13
H -6.45102 -0.61240 -3.39819 0.0 0.0 0.0 0.11
H -5.75286 0.02145 -5.69989 0.0 0.0 0.1 0.10
H -3.41259 0.68319 -6.12751 0.0 0.0 0.0 0.11
H -1.01883 1.65770 -3.87982 0.0 0.0 0.1 0.13
H -1.26210 0.95406 -5.48644 0.1 0.1 -0.1 0.12
H 0.77232 0.45636 -2.51282 -0.2 -0.2 -0.1 0.13
H 0.07470 -3.37651 -3.99614 0.1 0.1 0.0 0.10
H -2.44553 -0.02777 -2.00806 -0.2 0.1 -0.1 0.05
Br 6.81772 0.70595 -1.26399 0.0 0.0 0.0 0.68
C 6.45646 -1.11817 -0.85394 0.0 0.1 0.0 -0.66
C 7.51449 -1.98999 -0.65939 -0.1 -0.2 0.0 -0.22
N 7.32269 -3.27365 -0.35667 -0.1 0.1 0.0 0.06
C 6.06289 -3.70850 -0.24350 0.2 0.1 0.0 -0.08
C 4.95079 -2.90387 -0.44251 -0.1 0.1 -0.1 -0.10
C 5.15466 -1.56680 -0.75599 0.0 0.0 0.0 -0.05
C 3.53114 -3.45831 -0.33138 0.0 0.1 0.2 -0.60
O 3.39358 -4.55010 0.23134 -0.2 0.3 -0.3 0.01
O 2.65435 -2.67850 -0.83185 0.1 -0.4 0.1 -0.13
H 8.54013 -1.64890 -0.74950 0.0 0.0 0.0 0.09
H 5.92374 -4.75047 0.02210 0.0 0.1 0.0 0.11
H 4.29506 -0.92619 -0.90988 0.0 0.0 0.0 0.11
Cl -1.80195 -2.14481 -1.02543 0.4 -0.3 0.1 0.01
C 3.65407 5.67248 -1.07800 0.0 0.0 0.0 -0.05
C 2.70585 5.69757 0.13139 0.1 0.0 0.0 -0.56
C 1.87395 6.97999 0.04750 0.0 0.0 0.0 -0.08
C 3.54008 5.74679 1.42253 0.0 0.0 0.0 -0.05
C 1.83833 4.43649 0.14917 0.0 0.0 0.0 -0.18
C 0.45132 4.48595 0.27382 -0.1 0.0 0.0 -0.04
C -0.34172 3.33191 0.32321 0.0 0.0 0.0 0.01
C 0.30092 2.11775 0.24674 -0.1 -0.2 0.0 -0.23
O -0.21066 0.84194 0.24585 0.2 0.3 0.1 0.06
B 0.88547 -0.06016 0.08555 -0.1 0.7 0.1 -0.48
O 2.05739 0.74938 0.02016 0.1 -0.2 0.0 0.09
C 1.68139 2.05586 0.11275 -0.1 -0.1 0.0 -0.22
C 2.46419 3.18465 0.06812 0.2 0.0 0.0 0.06
H 4.25903 6.58468 -1.09466 0.0 -0.1 0.0 0.08
H 3.08530 5.61873 -2.01129 0.1 0.0 0.1 0.09
H 4.33631 4.81974 -1.04636 -0.1 0.1 0.0 0.07
H 2.54617 7.84141 -0.01087 -0.1 -0.1 0.0 0.08
H 1.23896 7.11041 0.92903 0.0 0.0 -0.1 0.08
H 1.23923 6.98257 -0.84405 0.0 0.0 0.1 0.09
H 4.16998 6.64327 1.43600 0.0 -0.1 0.0 0.08
H 4.18879 4.87101 1.50366 0.0 0.1 0.0 0.08
H 2.88602 5.76938 2.29852 0.1 0.0 0.0 0.09
H -0.05568 5.44055 0.32683 0.1 0.0 0.0 0.09
H -1.41927 3.39833 0.40261 0.0 0.0 0.0 0.12
H 3.54121 3.08977 -0.02535 -0.1 0.0 0.0 0.12
C 0.20094 -6.90372 0.15193 0.0 0.0 0.1 -0.07
C 0.48734 -6.27813 -1.04988 0.0 0.0 0.0 -0.05
C 0.53827 -4.89784 -1.08081 0.0 0.0 0.2 -0.14
N 0.30290 -4.13952 -0.00494 0.3 -0.1 -0.3 -0.02
C 0.00970 -4.74519 1.13925 -0.1 0.2 0.0 -0.11
C -0.04753 -6.12133 1.26812 0.0 -0.2 0.0 -0.06
H 0.18006 -7.98523 0.22000 0.0 0.0 0.0 0.10
H 0.69430 -6.84944 -1.94662 0.0 0.1 0.1 0.10
H 0.79803 -4.37061 -1.99139 0.0 0.0 0.1 0.09
H -0.19306 -4.09804 1.98308 0.0 0.0 0.0 0.11
H -0.27915 -6.56821 2.22712 0.0 0.1 0.0 0.10

no.,electronic energy (Ha)
1,-4059.596561
2,-7346.403354